Entry 1:
DFT (ωB97M-V/def2-TZVPD) results for a structure of composition C21H30CoN5O2Sb2 in a non-equilibrium geometry.

Results
Largest force on an atom = 0.032 Eh/bohr
Multiplicity = 5
Orbital gap (spin up / spin down) = 6.8 / 4.4 eV
Total charge = +2
E_HOMO (spin up / spin down) = -12.7652 / -12.9334 eV
Relative energy (zero: lowest compared OMol25 entry of this formula, charge and spin) = 1.2 kcal/mol
Total energy = -84489.8218 eV
⟨S²⟩ = 6.051

```
61
C21H30CoN5O2Sb2, DFT ωB97M-V/def2-TZVPD
Co -0.41478 1.09938 -1.40851
C 0.46322 1.56738 4.01019
Sb -0.03838 0.64468 2.11819
C 1.14992 -1.16572 2.34409
C -2.11878 -0.07412 2.75049
C -1.99038 -1.50612 2.85339
C -1.49108 -2.04782 4.05029
C -1.27638 -3.39722 4.19369
C -1.52808 -4.25022 3.11869
C -2.02538 -3.74202 1.93279
C -2.28478 -2.38212 1.77609
C -2.92298 -1.90612 0.53979
Sb -1.59358 -1.19432 -1.07021
C -0.75108 -3.11242 -1.56081
C -3.16978 -1.25002 -2.54341
H 0.57792 0.80518 4.77609
H -0.34008 2.25098 4.27259
H 1.38662 2.12888 3.91259
H 0.91452 -1.62832 3.29529
H 2.20072 -0.90292 2.32079
H 0.93852 -1.85792 1.53509
H -2.79628 0.31408 2.00399
H -2.24538 0.42488 3.70439
H -1.28918 -1.37632 4.87279
H -0.91458 -3.79562 5.12839
H -1.34778 -5.30872 3.21849
H -2.24808 -4.41772 1.11999
H -3.61568 -1.08812 0.71819
H -3.45078 -2.71912 0.04599
H -1.56038 -3.77812 -1.84551
H -0.21908 -3.52582 -0.71061
H -0.06228 -3.00472 -2.39191
H -3.69068 -2.19972 -2.46761
H -2.74488 -1.16332 -3.53881
H -3.87688 -0.44232 -2.37941
N -0.51898 1.63548 -3.94401
N -1.33318 2.76758 -4.11201
C -1.88178 3.35458 -3.03721
N -2.63558 4.43278 -3.14441
N -1.62178 2.72108 -1.88851
N -2.07008 3.06408 -0.69021
O -1.71998 2.23638 0.16519
O -2.73808 4.04398 -0.48601
H 0.44302 1.83018 -4.22611
H -0.87308 0.86248 -4.50351
H -1.43148 3.18958 -5.02971
H -2.84598 4.87008 -4.02591
H -3.03358 4.82978 -2.29731
C 1.44272 1.05248 -1.20731
C 2.66382 1.05268 -1.06471
C 4.06482 1.06298 -1.02251
C 4.77432 1.35838 -2.20351
C 6.15022 1.39108 -2.19201
C 6.84282 1.12528 -1.01491
C 6.15252 0.82598 0.15679
C 4.77492 0.79278 0.16199
H 4.22292 1.55688 -3.11061
H 6.69212 1.62068 -3.09681
H 7.92062 1.14668 -1.01191
H 6.70262 0.61638 1.06169
H 4.23202 0.56138 1.06779
```

***

Entry 2:
DFT (ωB97M-V/def2-TZVPD) results for an isolated molecule of C21H30FN3O2S.

Results
Largest force on an atom = 0.013 Eh/bohr
Orbital gap = 8.8 eV
E_HOMO = -8.1258 eV
Relative energy (zero: lowest compared OMol25 entry of this formula, charge and spin) = 3.7 kcal/mol
Total energy = -44383.2594 eV

```
58
C21H30FN3O2S, DFT ωB97M-V/def2-TZVPD
O -1.66418 -2.57310 1.55187
C -1.61259 -2.74671 0.35093
C -0.29307 -3.12733 -0.33936
N 0.72283 -2.12441 -0.11232
C 0.68877 -0.94316 -0.79596
S -0.47849 -0.64230 -1.93758
N 1.67650 -0.05313 -0.53828
C 1.55338 1.27283 -1.11333
C 0.31579 2.00923 -0.66335
C -0.40204 2.79110 -1.56034
C -1.50045 3.52673 -1.15529
C -1.91031 3.49707 0.16708
C -1.21979 2.72203 1.08044
C -0.12449 1.99499 0.65411
F 0.53432 1.25477 1.57595
C 2.98919 -0.48073 -0.06704
C 4.05135 -0.33598 -1.16584
C 5.37673 -0.91405 -0.67740
C 5.83098 -0.20102 0.59273
C 4.76882 -0.32091 1.68153
C 3.43520 0.24699 1.20254
N -2.66774 -2.65821 -0.47774
C -3.96433 -2.19687 -0.04612
C -4.26364 -0.78034 -0.57357
C -3.42308 0.28664 0.13353
C -4.35063 0.73612 1.25871
C -5.71903 0.60970 0.59312
O -5.62595 -0.46590 -0.32640
H 0.06552 -4.06552 0.09164
H -0.42696 -3.24235 -1.41590
H 1.03480 -2.07083 0.84813
H 1.54435 1.21541 -2.20904
H 2.42531 1.85121 -0.80016
H -0.09423 2.81056 -2.59479
H -2.04019 4.12218 -1.87563
H -2.76617 4.07176 0.48669
H -1.51202 2.66887 2.11726
H 2.91344 -1.54776 0.15940
H 3.71647 -0.86088 -2.06318
H 4.19713 0.71427 -1.42311
H 6.13272 -0.80620 -1.45738
H 5.25730 -1.98051 -0.47330
H 6.77121 -0.63049 0.94310
H 6.00768 0.85427 0.37242
H 5.09161 0.21240 2.57726
H 4.64147 -1.37281 1.94786
H 3.54901 1.31442 1.00513
H 2.67785 0.13263 1.97822
H -2.49691 -2.63855 -1.47236
H -3.96863 -2.20337 1.04538
H -4.73876 -2.87706 -0.41272
H -4.09811 -0.77247 -1.65955
H -2.48148 -0.11718 0.49576
H -3.20821 1.11080 -0.54670
H -4.14913 1.74932 1.59695
H -4.27343 0.05536 2.10652
H -5.96892 1.52906 0.04413
H -6.52676 0.38939 1.29539
```